Entry from OMol25: one molecule with the formula C3H5N5 at a distorted geometry (the ωB97M-V functional and the def2-TZVPD basis).

Charge = 0
Structure (SMILES) = [H]/N=c1/nnccn1N
Orbital gap = 8.450 eV
ΔE to the lowest compared entry with this formula, charge and spin = 311.9 kJ/mol

XYZ file:
```
13
Properties=species:S:1:pos:R:3:forces:R:3
N 2.117895 0.977459 -0.009413 -1.82 -0.65 0.34
H -1.950853 -0.871020 0.914515 -0.13 0.05 -0.55
H 2.947504 -0.986079 -0.009473 -0.41 0.22 -0.05
C 2.001271 -0.444942 -0.008909 0.39 0.93 -0.07
H -2.132552 -0.476927 -0.702532 -0.35 -0.04 -0.07
C 0.799768 -1.063398 -0.021550 0.16 1.16 -0.36
H -2.126317 1.447246 0.045645 -0.45 -0.24 -0.08
C -0.238377 1.126421 -0.026830 -1.58 0.75 0.45
N 1.054816 1.704846 0.012658 1.36 -1.14 -0.42
N -1.256132 1.944732 -0.027057 2.06 -1.17 0.05
N -1.546262 -0.944599 -0.026654 -0.26 -0.16 0.62
H 0.657113 -2.122250 -0.125976 -0.10 -0.23 0.22
N -0.327872 -0.291488 -0.014420 1.13 0.52 -0.08
```
Forces are in eV/Å.

natural (NBO) population analysis, charges in e, atoms 1 to 2: -0.101, 0.363

Entry from OMol25: H12NiO6 as an isolated structure (the ωB97M-V functional and the def2-TZVPD basis).

Charge = +2
Orbital gap (alpha / beta) = 13.241 / 12.359 eV
Spin multiplicity = 3
⟨S²⟩ = 2.003
ΔE to the lowest compared entry with this formula, charge and spin = 0.0 kJ/mol

XYZ file:
```
19
Properties=species:S:1:pos:R:3:forces:R:3
O -1.661705 -1.054298 -0.722935 -0.01 -0.11 -0.12
H -2.035671 0.288025 1.804366 0.15 0.00 -0.01
O 1.137480 -0.588402 -1.636706 0.28 -0.11 -0.16
H 1.802819 2.071431 1.046603 -0.32 -0.02 -0.18
H -2.237108 -0.735073 -1.436353 0.13 -0.05 0.09
O -1.111272 0.531341 1.647272 -0.24 -0.05 0.03
H 1.677004 -0.084923 -2.267196 -0.13 -0.04 0.16
H -1.605636 -2.015799 -0.835308 -0.09 0.14 0.06
Ni -0.026218 0.050962 -0.074775 -0.38 0.22 0.67
H -0.410683 2.337401 -1.545337 -0.12 -0.09 0.09
H -1.761663 2.069956 -0.821316 0.15 -0.03 0.09
H 1.626854 -1.932290 0.855512 -0.17 -0.08 0.11
H -0.795729 0.978004 2.445493 0.02 -0.05 -0.13
H 0.325757 -2.324721 1.586526 -0.11 0.29 -0.02
H 2.276403 0.610129 0.969554 0.06 0.27 0.00
O 1.588286 1.212492 0.649673 0.32 -0.47 0.12
O -0.853694 1.747199 -0.916770 0.11 0.15 -0.37
H 1.345531 -1.524549 -1.774433 -0.08 0.17 -0.12
O 0.719244 -1.636885 1.026131 0.42 -0.11 -0.32
```
Forces are in eV/Å.

natural (NBO) population analysis, charges in e, atoms 1 to 2: -0.986, 0.528

Entry from OMol25: one molecule with the formula C2H4N4S (the ωB97M-V functional and the def2-TZVPD basis).

Charge = 0
Structure (SMILES) = [H]/N=C1\NN=CNS1
Orbital gap = 9.190 eV
ΔE to the lowest compared entry with this formula, charge and spin = 167.2 kJ/mol

XYZ file:
```
11
Properties=species:S:1:pos:R:3:forces:R:3
H -1.964068 -1.510761 0.539506 -0.28 -0.33 0.03
N 0.279607 1.338745 0.145415 0.64 -0.11 -0.04
N -1.046224 1.446149 -0.258269 0.10 -0.09 0.07
H 2.792579 1.071876 0.147283 -0.36 -0.57 -0.03
C 1.082455 0.197815 0.058743 -0.40 0.15 0.00
C -1.771666 0.420102 -0.058344 -0.30 0.15 -0.20
H 0.813557 2.185436 -0.037705 -0.46 -0.20 0.04
N -1.299977 -0.769173 0.461858 0.58 0.31 -0.09
H -2.834789 0.504716 -0.289235 0.25 -0.03 0.07
S 0.211904 -1.315797 -0.218685 -0.15 0.22 0.14
N 2.343383 0.140560 0.099098 0.38 0.51 0.01
```
Forces are in eV/Å.

natural (NBO) population analysis, charges in e, atoms 1 to 2: 0.404, -0.481

Entry from OMol25: C22H28AsBrN3O2SSi2Ti as an isolated structure (the ωB97M-V functional and the def2-TZVPD basis).

Charge = +1
Orbital gap = 6.856 eV
ΔE to the lowest compared entry with this formula, charge and spin = 32.6 kJ/mol

XYZ file:
```
61
Properties=species:S:1:pos:R:3:forces:R:3
H -2.159127 -0.240167 -3.495126 -0.01 -0.03 -0.01
H -2.946722 -3.639884 1.806285 0.01 0.02 0.00
H -4.657013 -4.332683 -1.340147 0.00 0.01 0.00
H -0.619280 -3.035945 -1.669764 0.01 0.01 -0.04
H -3.701128 -1.124905 -3.529792 0.05 0.03 0.00
H -6.018013 1.170961 -2.332602 -0.01 -0.01 0.00
C 0.956932 2.432356 -1.555826 -0.07 -0.18 -0.06
H 0.583058 3.738439 0.104015 -0.01 0.01 0.01
O -0.153436 0.328747 -1.675522 0.23 -0.25 0.62
C -1.650981 -3.210420 -1.976643 -0.01 0.04 0.01
H -5.968356 -0.394402 -1.513212 0.00 0.00 0.00
C 2.148268 1.878441 -3.999338 0.04 0.07 -0.01
C -3.240637 -0.145037 -3.385414 0.03 -0.02 0.07
C -1.697259 3.053489 4.255675 -0.02 0.10 0.02
S 1.964343 -1.319503 0.567050 0.04 0.19 0.01
H -4.889973 -2.693069 -1.947399 -0.01 0.00 0.02
N -0.362199 1.951080 0.426804 0.31 0.13 -0.34
Ti -0.505857 -0.135645 0.075803 -0.45 0.07 -0.17
H -1.989406 5.011831 3.484474 0.01 0.00 0.01
H -1.638571 0.872139 5.931953 0.00 -0.01 0.00
H -2.388954 -4.927834 0.734317 0.01 0.01 0.01
C -3.034542 2.351494 -1.620139 -0.03 -0.05 -0.06
H -1.986801 2.408311 -1.922487 -0.03 0.00 0.02
C -1.674492 3.999788 3.270616 -0.03 0.02 0.08
C -1.251624 3.680638 1.964202 -0.01 -0.08 -0.11
C -0.852624 2.405473 1.671771 0.00 0.04 0.18
H -1.269656 -3.648141 1.200184 -0.05 0.00 0.00
C 2.414300 3.086333 -3.351526 0.13 0.04 -0.17
C -1.318219 1.721954 3.970862 0.06 -0.10 -0.13
As -2.907302 -0.605088 0.162228 0.24 0.02 -0.09
C -1.335639 0.669463 4.912175 0.01 -0.04 -0.01
H -3.611640 2.980728 -2.303545 0.02 0.01 0.01
H -1.269256 4.440743 1.193229 0.01 0.00 0.01
H -1.735523 -4.261565 -2.268073 -0.02 0.00 0.03
Si -3.694964 0.598377 -1.732375 -0.09 0.08 -0.02
C 1.288482 0.957079 -3.440278 -0.11 -0.12 0.02
H -5.284444 -3.078007 -0.263369 -0.02 0.00 -0.03
N -0.572680 0.135124 2.286165 -0.03 -0.05 -0.12
H -0.369106 -1.821806 2.849406 0.00 0.00 -0.01
N 0.593919 -1.838287 0.300234 -0.20 0.17 0.07
H -0.982565 -1.418397 5.218116 0.00 0.00 -0.01
C -0.909253 1.403229 2.664400 -0.01 -0.03 0.05
H -1.869344 -2.606221 -2.858221 0.01 0.01 0.05
C -4.582918 -3.274410 -1.075849 0.01 0.00 0.05
Br 3.596255 4.331820 -4.142602 -0.09 -0.09 0.06
C -5.553128 0.614580 -1.514351 0.07 0.03 -0.02
C -0.977057 -0.591547 4.522819 -0.04 0.03 0.16
H -3.142863 2.766618 -0.615732 0.01 -0.02 0.00
Si -2.830657 -2.879310 -0.564421 0.04 -0.13 0.03
C 0.369588 2.745788 -0.290668 -0.16 -0.04 0.21
C 1.823096 3.366665 -2.148002 -0.06 0.03 0.12
H 2.623627 1.667504 -4.947805 -0.01 0.00 0.00
O 2.013775 0.155992 0.651100 0.15 -0.16 -0.06
C 0.686622 1.214785 -2.210461 0.07 0.27 -0.23
H 2.028096 4.304082 -1.646418 -0.01 -0.02 0.02
C -2.311878 -3.857787 0.946167 -0.02 0.00 -0.11
H 1.076729 0.021353 -3.940026 -0.01 0.00 0.00
H -5.833375 1.096806 -0.576371 0.00 -0.01 0.00
H -3.605344 0.511515 -4.180130 -0.01 0.00 0.01
C -0.615507 -0.823092 3.189367 0.05 0.01 -0.16
H -2.018975 3.308527 5.257117 0.00 -0.01 -0.01
```
Forces are in eV/Å.

natural (NBO) population analysis, charges in e, atoms 1 to 2: 0.243, 0.244

Entry from OMol25: a 13-piece molecular cluster, C34H60Cl18O12 overall at a distorted geometry (the ωB97M-V functional and the def2-TZVPD basis).

Charge = 0
Orbital gap = 10.207 eV
ΔE to the lowest compared entry with this formula, charge and spin = 0.0 kJ/mol

XYZ file:
```
124
Properties=species:S:1:pos:R:3:forces:R:3
O -8.734728 -7.382204 -2.601496 -1.08 2.87 -1.48
H -4.459867 9.562113 -2.703362 0.15 0.06 -0.41
C -6.264958 1.887237 5.503030 1.07 0.14 0.76
O 7.078331 -8.377934 -0.933533 -1.21 -0.87 0.16
H 7.525917 1.176379 4.343563 0.28 0.30 -0.45
C 8.363573 -7.440346 0.831998 0.19 0.75 -1.24
C -2.690377 8.902266 -1.643635 -0.65 1.25 0.11
C -0.357752 -9.174678 -1.678117 0.27 -0.04 -1.08
Cl 4.808548 7.588725 1.389843 1.03 -1.71 -1.14
C 0.402480 0.469985 0.830830 -1.21 1.29 -1.30
H 9.711439 -6.915671 -1.391063 0.20 -0.44 -0.51
H 1.786958 5.361269 9.872091 -0.08 0.02 -0.07
Cl -9.027170 3.990806 -0.880436 0.36 0.27 -0.14
Cl -1.562312 -8.962070 0.584137 0.10 0.87 2.44
O 0.889321 -0.557506 1.630468 0.59 0.22 1.74
H -8.420098 5.642547 -2.500186 0.17 -0.26 0.13
H 2.616926 -2.626392 8.258225 -0.31 -0.18 -0.01
H -2.334332 -0.464981 1.104452 0.01 -0.22 -0.19
C -9.001364 -4.108619 -3.239564 -1.38 1.82 -1.58
H 2.185166 -3.618595 -8.993847 -0.29 0.23 0.02
O 0.748112 -4.221408 -7.592823 -2.09 -0.16 -0.33
H 1.529840 7.178332 8.122348 -0.05 0.09 0.25
C 3.769108 6.710796 -5.553834 0.42 -0.70 -0.53
H 0.060379 4.968038 9.707922 0.02 0.58 0.24
H 2.933546 -4.618269 -5.190828 -0.47 0.20 -0.02
O 7.026062 -9.782582 -2.698232 1.23 1.93 1.08
H -5.574631 3.598350 6.763195 -0.70 -0.36 0.08
O 1.157637 -2.811075 1.388903 -1.43 2.97 -0.55
H 2.978426 8.704481 2.030462 -0.02 0.52 0.48
H -0.232399 6.890887 8.161849 0.25 -0.16 -0.25
C 0.920072 5.420932 9.214034 0.04 -0.76 0.39
Cl -0.227546 -9.739117 -3.411268 -0.39 0.15 0.45
C 2.091763 -4.084566 -8.012900 -0.99 0.12 0.48
O -8.243396 -5.242779 -3.128024 1.88 -0.23 1.50
C -8.641692 5.657493 -1.433060 -0.15 -0.29 -0.25
Cl -11.185202 6.160240 -2.355094 0.59 0.17 0.60
H -2.685773 -0.566585 -0.694112 0.20 -0.58 0.25
H -8.482476 -3.437473 -3.923974 -0.04 0.21 0.25
H -2.326626 0.926782 0.009314 -0.17 0.27 0.32
Cl -4.532610 3.947182 4.803996 0.41 -0.05 -0.65
H -11.714709 -3.106967 -2.996886 0.52 0.20 -0.38
H -0.116042 1.224315 1.422620 0.26 -0.05 0.18
H 8.877811 -6.506723 1.060042 0.02 0.06 0.41
C -2.078281 -0.130750 0.099045 0.63 1.20 -0.40
C 7.752085 -7.211151 -0.588836 0.20 0.09 3.71
H -0.297782 -8.086592 -1.701865 -0.03 -0.13 -0.03
O -10.160464 -5.999437 -3.772499 -0.47 -2.18 0.49
C 1.583805 -4.632987 8.097288 1.53 1.22 -0.62
H 3.872015 -3.110327 -5.171051 -0.02 -0.13 -0.01
Cl -4.871886 0.873634 6.096917 -0.45 0.09 -0.41
H 2.985922 6.863754 -4.811325 0.63 -0.07 0.31
H 4.034175 11.054205 2.167850 -0.32 -0.09 -0.25
H -7.787447 6.050658 -0.881893 0.01 -0.28 0.07
H -6.472595 1.653236 4.458884 0.33 0.15 0.05
H 4.206299 -4.446139 -6.311243 0.36 0.25 -0.04
Cl 1.184751 4.306143 7.859938 0.30 -0.12 -0.55
C -1.643784 -9.607995 -0.989283 0.31 -0.59 -1.30
H 4.356119 8.671600 3.252708 -0.63 0.73 0.19
H -11.548424 -4.549283 -2.078854 0.37 -0.24 0.04
C 4.585602 10.226788 1.721290 0.09 0.16 0.95
C -10.313702 -4.633396 -3.881583 -0.29 2.14 0.35
H -3.573977 10.853966 -1.900205 0.14 -0.15 0.12
C 3.426443 -3.870730 -5.812413 0.50 -0.79 -0.27
H -9.516171 7.571131 -1.437101 -0.19 0.02 0.16
H -6.759744 3.957598 5.418634 0.01 0.15 0.38
Cl 9.049549 -0.559652 4.655627 0.17 -0.30 0.38
H -2.544291 -9.166780 -1.416500 0.25 -0.34 -0.51
C -3.461317 9.930302 -2.467887 0.06 -0.46 -0.54
H 1.246497 0.899833 0.291429 -0.01 0.22 0.10
Cl 3.263905 7.772956 -6.912434 -0.10 -0.27 -0.29
C 0.411691 -3.392134 -6.551924 -3.37 -1.93 0.19
H -12.497312 -4.547589 -3.516986 0.17 -0.21 -0.32
H 0.568306 -9.567745 -1.258570 -0.44 -0.01 0.48
H -0.411226 0.302794 -1.169340 0.37 -0.90 -0.37
C 3.813627 5.229339 -6.015681 -0.90 0.44 -0.30
C -9.034359 -6.295098 -3.092849 0.61 -3.91 0.74
H 3.371554 -3.671972 7.053167 -0.22 -0.37 0.10
H 9.110613 -8.233476 0.863221 -0.20 -0.18 -0.08
H -7.109019 1.537580 6.097511 -0.02 0.44 0.04
C -5.904727 3.368402 5.750150 -0.64 -0.57 -0.26
C 7.944263 0.414813 3.685436 0.20 -0.52 -1.51
H 4.773672 7.083447 -5.353647 -0.34 -0.14 0.79
H -10.319233 -4.351760 -4.934553 -0.40 -0.09 -0.05
H 7.077961 -6.374416 -0.405741 -0.45 -0.12 -0.55
Cl 0.401666 7.853274 10.132147 0.24 0.41 0.36
H -3.305170 8.779630 -0.751952 0.26 -0.28 0.14
C 8.681720 0.892818 2.399568 0.04 0.93 1.20
C 2.550758 -3.213199 -6.870525 3.58 0.46 1.36
O 8.346729 -7.964206 -2.609695 2.08 -0.92 -2.82
Cl 9.082560 -0.416881 1.241849 -0.41 0.44 0.43
H 1.091590 -4.634994 9.069826 0.42 0.04 0.00
C -9.814860 6.548760 -1.205491 -0.71 0.20 -0.39
H 4.543198 5.041730 -6.803478 0.23 0.11 0.39
H -10.191510 6.448351 -0.187582 -0.08 0.18 -0.18
Cl -2.455036 7.289699 -2.374965 0.05 0.72 0.10
C 4.036558 8.873307 2.230318 0.05 0.90 -0.55
C -0.574141 -0.195909 -0.213904 -0.12 0.42 2.49
Cl -2.568228 10.392720 -3.973841 -0.44 -0.24 0.43
H 3.151264 -2.356809 -7.177285 -0.36 0.14 -0.47
H 8.365998 -6.050343 -2.202755 0.61 0.29 -0.04
H 2.448865 -5.109343 -8.114860 0.62 0.21 0.46
Cl 4.067833 -4.160180 9.294883 -0.43 0.26 -0.62
C 2.857703 -3.661121 8.014386 -0.77 -1.10 1.16
C 0.683829 -1.724149 1.078358 0.17 -2.82 -1.64
C 7.483394 -8.801201 -2.130061 -2.82 -3.19 -0.78
H -1.780165 9.441782 -1.381820 0.44 -0.89 0.06
Cl 2.079685 -6.304220 7.688164 -0.27 0.34 0.07
H 8.120131 1.704879 1.937734 -0.34 -0.47 -0.43
H -1.726147 -10.688658 -0.873077 -0.06 0.09 -0.45
C 0.696896 6.819616 8.727021 -0.74 -0.07 -0.37
O -0.665507 -3.371425 -6.001496 1.06 -0.08 -1.21
O 1.430609 -2.723641 -6.164268 1.46 1.51 -0.18
H 7.137126 -0.229035 3.336033 -0.07 -0.05 0.30
H -9.278717 -3.584437 -2.325005 0.63 -0.27 0.44
H 9.619122 1.378024 2.671505 0.12 -0.33 0.07
Cl 4.668702 10.489004 -0.052453 -0.31 -0.27 0.59
C 8.677127 -6.981240 -1.728699 -0.04 2.70 0.69
H 2.841097 5.045474 -6.472274 0.01 -0.29 0.16
H 5.595257 10.360595 2.109611 0.10 -0.26 -0.27
O -0.134900 -1.521471 -0.030402 0.73 -2.00 -0.61
Cl 4.017203 3.992108 -4.693808 0.04 0.92 -0.54
H 0.863944 -4.280133 7.358789 0.05 -0.21 -0.09
H 7.553000 -7.604339 1.542059 0.19 -0.08 -0.02
C -11.557657 -4.180221 -3.104436 -0.52 -0.10 0.02
```
Forces are in eV/Å.

Mulliken population analysis, charges in e, atoms 1 to 2: -0.558, 0.319